8 unconnected molecules or ions with the total composition FH14O7 at a distorted geometry. Source: the OMol25 dataset; level of theory: wB97M-V/def2-TZVPD.

Results
maximum force = 4.3 eV Å⁻¹
LUMO level = 3.559 eV
ΔE to the lowest compared entry with this formula, charge and spin = 66.14 kJ/mol
net charge = -1
HOMO-LUMO gap = 10.56 eV

Each line ends with the Mulliken charge.
Element x y z (Å)
F: -0.05662 -0.11037 0.08581  -0.7681
O: 1.84002 -0.01125 -1.92379  -0.6573
H: 1.23896 -0.12537 -1.18443  0.2899
H: 2.40385 0.68508 -1.63622  0.3388
O: 0.25810 1.73514 1.92171  -0.6628
H: 0.11170 1.04923 1.25400  0.3880
H: -0.58990 2.10582 2.11247  0.2911
O: -0.13860 2.35378 -1.30795  -0.6563
H: 0.09417 2.17676 -2.22326  0.3525
H: -0.20668 1.54128 -0.91897  0.2321
O: -1.56975 -1.09235 1.88324  -0.7259
H: -0.92633 -0.66398 1.27448  0.3372
H: -2.36893 -0.68587 1.57814  0.3102
O: -1.81877 -0.34864 -1.76555  -0.6973
H: -2.23521 0.48562 -1.95440  0.3106
H: -1.17424 -0.12929 -1.05495  0.3480
O: -0.02397 -2.75932 -0.35314  -0.6772
H: -0.51115 -3.16396 0.30731  0.3081
H: -0.09223 -1.80095 -0.18058  0.4182
O: 2.25345 -0.49552 1.11515  -0.6386
H: 2.10329 -0.61204 2.02711  0.3266
H: 1.40883 -0.13378 0.94381  0.2322

Atoms 1-6, force components in eV/Å:
-0.04 0.58 -0.23
-0.32 -0.50 -0.93
-0.28 -0.31 0.28
0.77 0.78 0.39
0.93 0.11 0.36
-0.26 0.19 -0.15